*w*
This record from the Open Molecules 2025 dataset describes a structure of composition H4INP2. The level of theory is ωB97M-V/def2-TZVPD.

Calculated values
**E_LUMO (spin up / spin down)**: -1.47 / -3.43 eV
**HOMO level (spin up / spin down)**: -9.8 / -7.8 eV

```
! wB97M-V def2-TZVPD RIJCOSX def2/J DEFGRID3
* xyz 0 1
N 1.457 0.784 1.199
P -0.084 -0.637 -1.217
P 0.040 0.494 0.578
I -3.131 0.493 -1.591
H 1.942 -0.039 1.488
H 1.042 -1.566 -0.761
H -0.886 -1.437 -0.495
H -0.380 1.907 0.799
*
```



*x*
This record from the Open Molecules 2025 dataset describes a structure of composition H4INP2. The level of theory is ωB97M-V/def2-TZVPD.

Calculated values
**E_LUMO**: -0.72 eV
**HOMO level**: -8.6 eV

```
! wB97M-V def2-TZVPD RIJCOSX def2/J DEFGRID3
* xyz 0 1
N -1.373 -1.136 0.891
P 0.246 0.457 -0.917
P 0.119 -0.240 1.202
I -1.787 -2.705 2.268
H -2.197 -0.450 1.140
H 1.584 0.395 -0.771
H 0.072 -0.699 -1.779
H 1.219 -1.267 1.311
*
```



Which structure is most stable? *x*, by 160.0 kJ/mol over the runner-up.



*w*
This record from the Open Molecules 2025 dataset describes the ion C2H7N2O with charge +1. The level of theory is ωB97M-V/def2-TZVPD.

Calculated values
**E_LUMO**: -3.89 eV
**HOMO level**: -15.5 eV

```
! wB97M-V def2-TZVPD RIJCOSX def2/J DEFGRID3
* xyz 1 1
C 1.127 0.196 -0.171
C -0.597 -0.024 -0.035
N -1.202 1.056 -0.522
N -1.180 -1.029 0.557
O 2.477 -0.541 -0.015
H 1.178 0.541 -1.178
H 1.147 1.094 0.538
H -2.112 1.051 -0.865
H -0.542 1.480 -1.049
H 2.536 -0.912 0.969
H -2.143 -1.143 0.720
H -0.689 -1.771 1.051
*
```



*x*
This record from the Open Molecules 2025 dataset describes a cluster of 2 separate species, C2H7N2O in total. The level of theory is ωB97M-V/def2-TZVPD.

Calculated values
**E_LUMO**: -4.72 eV
**HOMO level**: -14.8 eV

```
! wB97M-V def2-TZVPD RIJCOSX def2/J DEFGRID3
* xyz 1 1
C -2.024 -1.269 -0.835
N -0.797 -1.332 -1.153
H -2.752 -1.889 -1.339
H -2.228 -0.559 -0.042
H -0.146 -0.604 -0.742
H -0.456 -1.882 -1.933
C 0.969 1.480 0.599
N 1.849 1.007 1.474
O 0.182 0.800 -0.057
H 0.965 2.567 0.494
H 1.898 0.030 1.706
H 2.539 1.649 1.828
*
```



*y*
This record from the Open Molecules 2025 dataset describes the ion C2H7N2O with charge +1. The level of theory is ωB97M-V/def2-TZVPD.

Calculated values
**E_LUMO**: -4.24 eV
**HOMO level**: -15.3 eV

```
! wB97M-V def2-TZVPD RIJCOSX def2/J DEFGRID3
* xyz 1 1
C 0.340 0.021 -0.266
C 0.150 1.257 0.388
N 1.232 -0.952 0.186
N -1.173 -0.400 -0.220
O -0.850 1.842 0.603
H 0.581 0.348 -1.261
H 1.074 1.755 0.627
H 1.516 -0.843 1.154
H 1.809 -1.552 -0.477
H -1.392 -1.424 -0.028
H -1.689 -0.323 -1.084
H -1.599 0.270 0.377
*
```



Which structure is most stable? *x*, by 149.3 kJ/mol over the runner-up.



*w*
This record from the Open Molecules 2025 dataset describes the ion C2H7N2O with charge +1. The level of theory is ωB97M-V/def2-TZVPD.

Calculated values
**E_LUMO**: -3.57 eV
**HOMO level**: -15.5 eV

```
! wB97M-V def2-TZVPD RIJCOSX def2/J DEFGRID3
* xyz 1 1
C -1.183 0.030 0.333
C 0.433 -0.070 -0.144
N 1.395 -0.162 0.684
N 0.556 -0.144 -1.408
O -1.447 0.410 1.680
H -1.661 0.748 -0.320
H -1.466 -1.079 0.174
H 2.249 -0.521 0.286
H 1.181 -0.230 1.672
H -1.142 -0.252 2.311
H 1.437 -0.129 -1.909
H -0.208 -0.103 -2.046
*
```



*x*
This record from the Open Molecules 2025 dataset describes the ion C2H7N2O with charge +1. The level of theory is ωB97M-V/def2-TZVPD.

Calculated values
**E_LUMO**: -3.39 eV
**HOMO level**: -14.9 eV

```
! wB97M-V def2-TZVPD RIJCOSX def2/J DEFGRID3
* xyz 1 1
C 1.110 -0.530 -0.038
C -1.468 -0.217 0.199
N -0.445 0.006 -0.509
N 1.921 0.484 0.286
O -2.667 0.203 0.157
H 1.014 -1.262 0.764
H 1.303 -1.071 -1.101
H -1.148 -0.821 1.275
H -0.572 0.493 -1.347
H 1.684 0.829 1.293
H 2.283 1.199 -0.358
H -3.016 0.686 -0.621
*
```



*y*
This record from the Open Molecules 2025 dataset describes a cluster of 2 separate species, C2H7N2O in total. The level of theory is ωB97M-V/def2-TZVPD.

Calculated values
**E_LUMO (spin up / spin down)**: -6.20 / -5.54 eV
**HOMO level (spin up / spin down)**: -15.2 / -14.7 eV

```
! wB97M-V def2-TZVPD RIJCOSX def2/J DEFGRID3
* xyz 1 1
C 0.759 0.672 -0.062
C -1.564 -1.443 0.139
N 1.651 0.236 0.767
N 0.591 1.808 -0.696
O -1.140 -0.460 -0.786
H -2.229 -2.048 -0.498
H -2.278 -0.965 0.918
H -0.723 -2.171 0.358
H 2.591 0.625 0.879
H 1.387 -0.782 1.024
H 1.057 2.670 -0.576
H -0.100 1.858 -1.467
*
```



*z*
This record from the Open Molecules 2025 dataset describes the ion C2H7N2O with charge +1. The level of theory is ωB97M-V/def2-TZVPD.

Calculated values
**E_LUMO**: -3.57 eV
**HOMO level**: -14.7 eV

```
! wB97M-V def2-TZVPD RIJCOSX def2/J DEFGRID3
* xyz 1 1
C -0.788 0.972 -0.063
C 0.911 -0.926 0.271
N 0.497 0.714 0.052
N -1.831 0.162 0.215
O 1.375 1.643 -0.173
H -1.042 1.955 -0.394
H 0.162 -1.408 -0.403
H 2.052 -1.089 0.153
H 0.751 -1.173 1.290
H -2.640 0.502 -0.281
H -1.814 -0.790 0.411
H 2.155 1.294 -0.640
*
```



Which structure is most stable? *w*, by 131.2 kJ/mol over the runner-up.



*w*
This record from the Open Molecules 2025 dataset describes a cluster of 2 separate species, C2H7N2O in total. The level of theory is ωB97M-V/def2-TZVPD.

Calculated values
**E_LUMO**: -4.73 eV
**HOMO level**: -13.0 eV

```
! wB97M-V def2-TZVPD RIJCOSX def2/J DEFGRID3
* xyz 1 1
C -2.243 -0.349 0.136
C 2.417 0.571 0.487
N -1.516 0.354 -0.639
N 0.795 -0.641 -0.484
O 1.379 0.408 -0.200
H -3.248 -0.058 0.678
H 2.532 1.615 0.703
H 3.024 -0.215 1.010
H -1.732 -1.210 0.533
H -2.087 1.182 -0.807
H -0.644 -0.076 -1.088
H 1.324 -1.582 -0.329
*
```



*x*
This record from the Open Molecules 2025 dataset describes a cluster of 2 separate species, C2H7N2O in total. The level of theory is ωB97M-V/def2-TZVPD.

Calculated values
**E_LUMO**: -4.70 eV
**HOMO level**: -14.7 eV

```
! wB97M-V def2-TZVPD RIJCOSX def2/J DEFGRID3
* xyz 1 1
C -0.754 0.469 -2.377
N 0.420 0.142 -2.026
H -0.993 0.517 -3.429
H -1.474 0.699 -1.605
H 0.633 0.058 -1.001
H 1.094 -0.166 -2.718
C 0.431 -0.498 1.639
N -0.026 -0.007 2.788
O 0.072 -0.085 0.536
H 1.159 -1.301 1.769
H -0.814 0.622 2.774
H 0.253 -0.450 3.648
*
```



Which structure is most stable? *x*, by 595.4 kJ/mol over the runner-up.



*w*
This record from the Open Molecules 2025 dataset describes the molecule C17H19N3O3S. The level of theory is ωB97M-V/def2-TZVPD.

Calculated values
**E_LUMO**: 0.69 eV
**HOMO level**: -7.9 eV

```
! wB97M-V def2-TZVPD RIJCOSX def2/J DEFGRID3
* xyz 0 1
C -4.217 0.807 -1.043
H -4.565 -0.123 -1.492
O -2.836 0.863 -1.304
C -2.108 1.876 -0.725
C -2.656 2.991 -0.120
C -1.830 3.969 0.414
C -0.459 3.835 0.340
C 0.105 2.720 -0.259
C -0.705 1.727 -0.785
N -0.276 0.539 -1.379
C 0.905 -0.111 -1.342
N 0.919 -1.396 -1.844
C 1.887 -2.320 -1.289
H 2.734 -1.742 -0.917
C 1.207 -3.121 -0.142
N -0.067 -2.518 0.176
C -0.267 -1.457 1.020
O -1.346 -0.879 1.044
C 0.803 -0.984 1.902
C 0.797 0.234 2.541
C 2.024 0.328 3.226
C 2.686 -0.833 2.964
O 1.963 -1.630 2.169
H 3.647 -1.196 3.273
H 2.369 1.147 3.823
H 0.012 0.959 2.492
C -0.996 -2.639 -0.932
H -1.286 -3.687 -1.050
C -0.287 -2.111 -2.211
H -0.948 -1.492 -2.819
H 0.035 -2.948 -2.838
H -1.880 -2.050 -0.681
H 1.003 -4.148 -0.461
H 1.843 -3.156 0.738
H 2.237 -2.988 -2.080
S 2.325 0.576 -0.833
H -1.090 -0.005 -1.638
H 1.175 2.617 -0.303
H 0.186 4.597 0.751
H -2.271 4.834 0.885
H -3.726 3.110 -0.056
H -4.414 0.789 0.032
H -4.747 1.647 -1.503
*
```



*x*
This record from the Open Molecules 2025 dataset describes the molecule C17H19N3O3S. The level of theory is ωB97M-V/def2-TZVPD.

Calculated values
**E_LUMO**: 0.45 eV
**HOMO level**: -8.7 eV

```
! wB97M-V def2-TZVPD RIJCOSX def2/J DEFGRID3
* xyz 0 1
C -3.823 -1.879 1.720
N -2.804 -1.537 0.583
C -1.472 -1.776 0.473
C -0.752 -2.623 1.319
C 0.546 -2.916 0.818
C 0.932 -2.272 -0.158
C 0.088 -1.598 -0.911
C -1.165 -1.293 -0.828
N -2.244 -0.634 -1.400
C -3.283 -0.825 -0.529
O -4.473 -0.117 -0.729
C -2.259 0.159 -2.649
H -3.131 0.281 -2.831
H -1.859 -0.513 -3.330
H -1.445 0.866 -2.618
H 0.516 -1.110 -1.867
S 2.761 -2.496 -0.558
O 3.193 -3.626 -0.017
O 2.993 -1.909 -2.061
N 3.457 -1.091 0.379
H 3.617 -1.401 1.127
C 2.961 0.321 0.195
H 2.645 0.359 -0.908
C 2.000 0.795 1.247
C 1.399 2.174 0.344
C 0.156 2.015 0.172
C -0.521 2.957 -0.300
C 0.227 4.481 -0.413
C 1.435 4.307 0.136
C 2.149 3.154 0.577
H 3.156 3.330 0.777
H 2.049 5.236 -0.159
H -0.247 5.257 -0.736
H -1.589 2.989 -0.625
H -0.527 1.009 0.258
H 1.348 0.180 1.286
H 2.611 0.940 1.843
H 3.965 0.887 0.306
H 1.193 -3.255 1.597
H -1.297 -2.893 2.355
H -4.763 -1.536 1.531
H -3.685 -1.390 2.829
H -4.056 -3.006 1.755
*
```



Which structure is most stable? *w*, by 1562.0 kJ/mol over the runner-up.



*w*
This record from the Open Molecules 2025 dataset describes a cluster of 2 separate species, C3H5N2OS in total. The level of theory is ωB97M-V/def2-TZVPD.

Calculated values
**E_LUMO (spin up / spin down)**: -6.12 / -5.58 eV
**HOMO level (spin up / spin down)**: -13.3 / -13.0 eV

```
! wB97M-V def2-TZVPD RIJCOSX def2/J DEFGRID3
* xyz 1 1
C -0.299 1.417 -0.849
C -0.228 -0.579 0.071
C 0.953 0.089 0.358
N 0.832 1.332 -0.219
N -0.925 0.250 -0.748
O -1.679 -3.364 1.470
S -1.533 -3.210 -0.116
H -0.695 2.276 -1.561
H 1.810 -0.212 0.746
H -2.508 -3.595 1.921
H 1.361 2.148 -0.059
H -1.785 -0.192 -1.296
*
```



*x*
This record from the Open Molecules 2025 dataset describes a cluster of 2 separate species, C3H5N2OS in total. The level of theory is ωB97M-V/def2-TZVPD.

Calculated values
**E_LUMO (spin up / spin down)**: -4.82 / -4.83 eV
**HOMO level (spin up / spin down)**: -12.7 / -12.6 eV

```
! wB97M-V def2-TZVPD RIJCOSX def2/J DEFGRID3
* xyz 1 1
C 0.669 -0.284 -0.918
C -1.261 0.042 0.177
C -1.120 -1.319 -0.208
N 0.015 -1.422 -0.922
N -0.012 0.590 -0.155
O 1.776 2.280 1.462
S 1.643 2.497 2.940
H 1.626 -0.161 -1.394
H -1.835 -2.040 -0.360
H -1.997 0.526 0.763
H 0.359 -2.261 -1.221
H 0.137 1.552 -0.163
*
```



Which structure is most stable? *x*, by 270.0 kJ/mol over the runner-up.



*w*
This record from the Open Molecules 2025 dataset describes a cluster of 2 separate species, C4H12N2O in total. The level of theory is ωB97M-V/def2-TZVPD.

Calculated values
**E_LUMO**: 0.62 eV
**HOMO level**: -8.2 eV

```
! wB97M-V def2-TZVPD RIJCOSX def2/J DEFGRID3
* xyz 0 1
C -2.263 0.014 0.743
C -0.807 -0.414 0.559
C -0.627 -1.047 -0.793
C 0.528 -1.537 -1.238
N 0.752 -2.169 -2.448
N -2.639 1.113 -0.168
H -2.849 -0.907 0.615
H -2.601 0.398 1.712
H -0.729 -1.229 1.284
H -0.113 0.404 0.724
H -1.508 -1.355 -1.363
H 1.376 -1.375 -0.580
H 1.659 -1.979 -2.845
H 0.057 -2.078 -3.177
H -2.108 0.990 -1.020
H -2.426 1.971 0.316
H 5.002 2.872 1.835
H 4.197 3.211 3.080
O 5.099 3.115 2.761
*
```



*x*
This record from the Open Molecules 2025 dataset describes a structure of composition C4H12N2O. The level of theory is ωB97M-V/def2-TZVPD.

Calculated values
**E_LUMO**: 0.58 eV
**HOMO level**: -7.0 eV

```
! wB97M-V def2-TZVPD RIJCOSX def2/J DEFGRID3
* xyz 0 1
C -1.912 -1.300 -0.811
N -1.214 -0.045 -1.010
H -1.750 0.528 -1.666
H 0.174 -0.090 -0.931
H -2.914 -1.170 -0.364
H -2.062 -1.877 -1.737
H -1.344 -1.933 -0.121
C 2.119 -0.869 0.342
C 0.385 0.923 0.733
N 0.015 2.225 0.624
C 1.297 0.304 -0.157
O -0.135 0.194 1.733
H -1.074 0.411 1.833
H 0.387 2.709 -0.181
H -0.861 2.494 1.052
H 1.889 1.029 -0.717
H 2.575 -1.381 -0.508
H 2.926 -0.560 1.012
H 1.500 -1.593 0.872
*
```



*y*
This record from the Open Molecules 2025 dataset describes the molecule C4H12N2O. The level of theory is ωB97M-V/def2-TZVPD.

Calculated values
**E_LUMO**: 0.87 eV
**HOMO level**: -9.1 eV

```
! wB97M-V def2-TZVPD RIJCOSX def2/J DEFGRID3
* xyz 0 1
C -0.258 -0.470 -0.067
N 0.967 -0.287 0.766
C 2.188 -0.953 0.282
O 2.064 -2.346 0.407
C -0.823 0.942 -0.292
C -2.112 0.794 -1.092
N -1.108 1.732 0.922
H 0.072 -0.980 -0.966
H -1.090 -1.112 0.250
H 0.925 -0.672 1.705
H 2.336 -0.561 -0.734
H 2.970 -0.581 0.966
H 2.731 -2.731 -0.144
H -0.090 1.520 -0.841
H -2.902 0.271 -0.553
H -2.392 1.783 -1.459
H -1.915 0.154 -1.968
H -0.326 2.345 1.076
H -1.238 1.154 1.742
*
```



*z*
This record from the Open Molecules 2025 dataset describes the molecule C4H12N2O. The level of theory is ωB97M-V/def2-TZVPD.

Calculated values
**E_LUMO**: 0.77 eV
**HOMO level**: -8.9 eV

```
! wB97M-V def2-TZVPD RIJCOSX def2/J DEFGRID3
* xyz 0 1
N 1.285 0.507 0.719
C -0.073 0.357 0.167
C -0.212 -1.031 -0.525
C -0.969 -1.926 0.505
O -0.098 -2.223 1.554
C -0.340 1.426 -0.967
N 0.627 2.554 -1.035
H 1.947 -0.130 0.295
H 1.381 0.416 1.718
H 0.113 -1.645 2.294
H -0.752 0.512 1.006
H 0.647 -1.572 -0.974
H -0.717 -1.065 -1.509
H -1.921 -1.482 0.812
H -1.234 -2.901 0.069
H -1.304 1.957 -0.883
H -0.400 0.970 -1.955
H 0.470 3.127 -0.219
H 1.550 2.148 -1.072
*
```



Which structure is most stable? *y*, by 27.3 kJ/mol over the runner-up.



*w*
This record from the Open Molecules 2025 dataset describes the molecule C4H12N2O. The level of theory is ωB97M-V/def2-TZVPD.

Calculated values
**E_LUMO**: 1.05 eV
**HOMO level**: -8.9 eV

```
! wB97M-V def2-TZVPD RIJCOSX def2/J DEFGRID3
* xyz 0 1
C -1.115 0.536 -0.636
C -1.083 -0.770 0.262
C -0.234 -1.843 -0.408
N 1.212 -1.646 -0.144
N 0.078 1.397 -0.602
C 0.423 2.025 0.615
O 1.468 1.211 1.386
H -1.291 0.209 -1.681
H -1.984 1.136 -0.331
H -0.609 -0.435 1.184
H -2.147 -1.030 0.323
H -0.473 -2.869 -0.172
H -0.319 -1.756 -1.505
H 1.777 -1.649 -0.987
H 1.490 -0.735 0.188
H 0.868 0.904 -1.013
H 1.105 2.873 0.330
H -0.355 2.041 1.367
H 1.190 0.402 1.824
*
```



*x*
This record from the Open Molecules 2025 dataset describes a cluster of 2 separate species, C4H12N2O in total. The level of theory is ωB97M-V/def2-TZVPD.

Calculated values
**E_LUMO**: 0.40 eV
**HOMO level**: -7.7 eV

```
! wB97M-V def2-TZVPD RIJCOSX def2/J DEFGRID3
* xyz 0 1
C 0.124 -2.033 -1.155
C 0.096 -1.007 0.007
C -0.880 0.262 -0.245
N -2.691 2.284 0.693
C -1.353 2.141 0.989
N -1.011 0.878 1.046
H 1.138 -2.481 -1.193
H -0.579 -2.780 -0.972
H -0.080 -1.498 -2.139
H -0.321 -1.276 1.072
H 1.038 -0.461 0.228
H -1.792 -0.159 -0.675
H -0.417 0.962 -1.018
H -3.514 2.646 1.177
H -2.976 1.360 0.242
H -1.001 3.091 1.364
H 4.224 -2.204 -0.070
H 4.300 -0.933 -1.064
O 4.747 -1.823 -0.839
*
```



*y*
This record from the Open Molecules 2025 dataset describes the molecule C4H12N2O. The level of theory is ωB97M-V/def2-TZVPD.

Calculated values
**E_LUMO**: 0.98 eV
**HOMO level**: -8.7 eV

```
! wB97M-V def2-TZVPD RIJCOSX def2/J DEFGRID3
* xyz 0 1
C 0.357 -0.388 -0.431
C -1.064 0.461 1.389
C 1.009 -1.464 0.753
C 1.317 0.789 -0.587
N -0.952 -0.178 0.077
N -1.585 0.884 -1.043
O 0.316 -1.145 -1.606
H 0.116 -0.522 -2.317
H -1.910 0.305 -1.819
H -2.451 1.254 -0.641
H -0.416 1.333 1.514
H -0.851 -0.261 2.182
H -2.099 0.774 1.551
H 0.997 1.436 -1.409
H 1.339 -0.912 1.634
H 0.308 -2.258 1.013
H 1.869 -1.923 0.259
H 1.384 1.395 0.318
H 2.317 0.420 -0.837
*
```



Which structure is most stable? *w*, by 59.7 kJ/mol over the runner-up.